(w)
DFT (the ωB97M-V functional and the def2-TZVPD basis) results for a single C4H8FP molecule.

Values from the calculation:
highest occupied orbital energy (alpha / beta): -7.859 / -7.571 eV
SMILES: CC/C(F)=P/C
gap between HOMO and LUMO (alpha / beta): 8.230 / 7.194 eV
2S+1: 1

Last column: Löwdin charge in e.
Positions of all 14 atoms, in Å:
C1 -2.439 0.300 -0.207  -0.1338
C2 -1.176 0.809 0.509  -0.3180
C3 -0.046 -0.077 0.404  -0.4711
F1 -0.042 -1.261 0.903  0.0556
P1 1.826 0.777 -0.242  0.7908
C4 2.985 -0.747 -0.368  -0.4625
H1 -2.237 0.366 -1.360  0.0954
H2 -3.444 0.771 -0.195  0.0606
H3 -2.792 -0.817 -0.156  0.0991
H4 -1.418 0.909 1.585  0.1203
H5 -0.845 1.784 0.111  0.0959
H6 2.835 -1.168 0.656  0.0016
H7 2.761 -1.330 -1.360  0.0525
H8 4.031 -0.316 -0.280  0.0137

---

(x)
DFT (the ωB97M-V functional and the def2-TZVPD basis) results for a 2-piece molecular cluster, C4H8FP overall.

Values from the calculation:
highest occupied orbital energy (alpha / beta): -8.325 / -7.899 eV
gap between HOMO and LUMO (alpha / beta): 9.132 / 7.692 eV
2S+1: 1

Last column: Löwdin charge in e.
Positions of all 14 atoms, in Å:
C1 1.762 1.332 -0.327  -0.4181
C2 1.242 0.531 0.826  -0.4207
C3 -1.481 -1.282 -0.014  -0.1203
C4 -1.673 0.096 0.420  -0.1869
F1 -1.644 1.046 -0.524  -0.0066
P1 2.098 -0.550 -0.290  0.8090
H1 1.242 1.761 -1.286  0.0996
H2 2.653 1.922 -0.157  0.0294
H3 1.525 0.569 1.890  0.0404
H4 -2.086 -1.483 -0.914  0.0957
H5 -1.566 -2.024 0.795  0.0990
H6 -0.612 -1.439 -0.533  -0.0323
H7 -2.382 0.312 1.236  0.1045
H8 0.923 -0.791 -1.121  -0.0926

---

Best to worst by energy: (w), (x).

---

(w)
DFT (the ωB97M-V functional and the def2-TZVPD basis) results for a 6-piece molecular cluster, C36H88N4 overall.

Values from the calculation:
highest occupied orbital energy: -8.124 eV
SMILES: CCN(CC)CC.CCN(CC)CC.CCN(CC)CC.CCN(CC)CC.CCCCCC.CCCCCC
gap between HOMO and LUMO: 8.892 eV
2S+1: 1

Last column: Löwdin charge in e.
Positions of all 128 atoms, in Å:
C1 4.418 -1.547 2.833  -0.0939
C2 3.260 -2.501 2.418  -0.1966
N1 3.428 -3.953 3.051  -0.1323
C3 3.536 -4.189 4.492  -0.2196
C4 2.334 -3.598 5.383  -0.0557
C5 2.445 -4.911 2.457  -0.2244
C6 2.652 -5.125 0.962  -0.0538
H1 4.283 -0.607 2.190  0.0558
H2 5.403 -1.869 2.451  0.0619
H3 4.243 -1.325 4.058  0.1291
H4 3.141 -2.344 1.352  0.0614
H5 2.362 -2.069 2.676  0.0552
H6 4.517 -3.820 4.953  0.1229
H7 3.800 -5.221 4.626  0.0908
H8 2.607 -3.726 6.295  -0.0246
H9 1.192 -4.001 5.471  0.1252
H10 2.066 -2.637 5.088  0.0094
H11 1.384 -4.776 2.583  0.1047
H12 2.657 -5.849 2.855  0.0856
H13 2.396 -4.319 0.419  0.0291
H14 2.436 -6.020 0.461  0.0826
H15 3.535 -5.124 0.938  -0.0385
C7 6.103 0.188 -0.255  -0.0708
C8 5.007 1.236 -0.347  -0.2805
N2 3.646 0.713 -0.156  -0.1386
C9 2.533 1.452 0.505  -0.2243
C10 2.174 2.796 -0.049  -0.0459
C11 3.220 0.076 -1.480  -0.2351
C12 2.388 -1.147 -1.112  -0.1057
H16 5.788 -0.631 -0.936  0.0902
H17 6.278 0.007 0.669  -0.0088
H18 7.026 0.513 -0.601  0.0554
H19 5.170 2.034 -1.283  0.1462
H20 5.255 2.183 0.313  0.1301
H21 2.936 1.532 1.494  0.1198
H22 1.845 0.939 0.778  -0.0228
H23 1.900 2.712 -1.246  0.1366
H24 2.897 3.517 -0.056  0.0375
H25 1.278 3.173 0.264  -0.0142
H26 3.982 -0.553 -1.891  0.0806
H27 2.822 0.712 -2.218  0.0749
H28 2.016 -1.685 -1.950  0.0262
H29 1.545 -0.960 -0.239  0.1198
H30 3.192 -2.030 -0.762  0.1188
C13 -0.690 5.468 0.558  -0.1096
C14 -1.451 4.529 -0.422  -0.1978
N3 -2.735 3.996 0.318  -0.1355
C15 -3.736 5.083 0.610  -0.1824
C16 -3.949 6.010 -0.626  -0.0511
C17 -3.308 2.926 -0.540  -0.3023
C18 -4.084 2.052 0.227  -0.1028
H31 0.335 5.661 0.290  0.0421
H32 -0.507 4.915 1.611  0.1183
H33 -1.150 6.459 0.766  0.0609
H34 -0.657 3.700 -0.510  0.1021
H35 -1.673 4.902 -1.396  0.0869
H36 -3.363 5.599 1.264  0.0041
H37 -4.594 4.476 0.927  0.1233
H38 -4.129 5.931 -1.597  0.0066
H39 -3.069 6.739 -0.515  0.0892
H40 -4.857 6.467 -0.130  0.0917
H41 -2.473 2.391 -0.719  0.0640
H42 -3.805 3.249 -1.435  0.1162
H43 -3.646 2.120 1.141  0.0585
H44 -4.292 1.113 -0.264  0.0844
H45 -5.043 2.314 0.363  0.0415
C19 -0.261 0.862 -3.437  -0.0747
C20 -1.296 1.557 -4.323  -0.2491
N4 -2.706 1.338 -3.957  -0.1660
C21 -3.508 2.441 -4.380  -0.2723
C22 -3.558 2.598 -5.888  -0.0940
C23 -3.090 0.023 -4.347  -0.2373
C24 -4.399 -0.516 -3.661  -0.0402
H46 0.755 1.380 -3.522  0.0981
H47 -0.245 -0.152 -3.922  0.0687
H48 -0.681 0.504 -2.514  0.0462
H49 -0.962 1.193 -5.281  0.1214
H50 -1.226 2.461 -4.056  0.0362
H51 -3.203 3.410 -3.952  0.1153
H52 -4.445 2.284 -3.930  0.0904
H53 -2.562 2.942 -6.323  0.0867
H54 -4.398 3.263 -6.380  0.1091
H55 -3.643 1.674 -6.441  0.0451
H56 -2.405 -0.646 -3.992  0.0706
H57 -3.288 0.035 -5.333  0.0665
H58 -4.265 -0.414 -2.506  0.0833
H59 -4.413 -1.623 -3.664  0.0696
H60 -5.211 -0.020 -4.104  0.0424
C25 -3.258 -1.977 -0.491  -0.0727
C26 -1.893 -2.276 -1.258  -0.2261
C27 -1.870 -3.506 -2.135  -0.2323
C28 -0.702 -3.910 -2.985  -0.2503
C29 -0.626 -5.398 -3.336  -0.2462
C30 0.715 -5.656 -4.096  -0.1196
H61 -4.133 -2.021 -1.032  0.0203
H62 -3.243 -1.081 0.159  0.0564
H63 -3.157 -2.753 0.255  0.0656
H64 -1.274 -2.402 -0.374  0.0979
H65 -1.444 -1.472 -1.746  0.0472
H66 -2.811 -3.936 -2.746  0.1641
H67 -1.988 -4.235 -1.372  0.0842
H68 0.286 -3.682 -2.615  0.0924
H69 -0.789 -3.299 -3.808  0.0812
H70 -1.411 -5.489 -4.011  0.0839
H71 -0.689 -6.046 -2.540  0.0829
H72 1.711 -5.215 -3.505  0.1279
H73 0.867 -5.059 -5.093  0.0899
H74 0.528 -6.653 -4.425  0.0384
C31 1.366 0.231 6.657  -0.0694
C32 0.504 1.387 6.171  -0.2792
C33 0.266 1.440 4.713  -0.2408
C34 -0.720 0.419 4.089  -0.2041
C35 -0.732 0.262 2.537  -0.2028
C36 -0.804 1.599 1.733  -0.1129
H75 2.389 0.537 6.629  0.0730
H76 1.174 -0.524 6.082  -0.0206
H77 0.987 0.139 7.732  0.1118
H78 0.967 2.315 6.463  0.1005
H79 -0.470 1.463 6.662  0.1115
H80 1.207 1.317 4.128  0.1268
H81 -0.227 2.331 4.315  0.1026
H82 -1.752 0.622 4.384  0.1185
H83 -0.254 -0.395 4.492  0.0522
H84 -1.732 -0.181 1.981  0.1370
H85 0.001 -0.559 2.216  0.0999
H86 -0.860 1.331 0.794  0.0089
H87 0.142 2.253 1.704  0.0843
H88 -1.472 2.156 2.230  0.0301

---

(x)
DFT (the ωB97M-V functional and the def2-TZVPD basis) results for a 6-piece molecular cluster, C36H88N4 overall.

Values from the calculation:
highest occupied orbital energy: -7.819 eV
SMILES: CCN(CC)CC.CCN(CC)CC.CCN(CC)CC.CCN(CC)CC.CCCCCC.CCCCCC
gap between HOMO and LUMO: 8.495 eV
2S+1: 1

Last column: Löwdin charge in e.
Positions of all 128 atoms, in Å:
C1 -4.094 -2.788 3.428  -0.0714
C2 -3.304 -1.460 3.189  -0.2638
N1 -4.012 -0.328 3.810  -0.1664
C3 -3.023 0.662 4.454  -0.1860
C4 -2.473 1.564 3.387  -0.0936
C5 -5.259 0.187 3.086  -0.2173
C6 -6.192 0.507 4.176  -0.0825
H1 -3.390 -3.577 2.809  0.1008
H2 -5.003 -2.890 2.667  0.0811
H3 -4.458 -3.095 4.352  0.0294
H4 -3.263 -1.276 2.066  0.1134
H5 -2.362 -1.539 3.561  0.0562
H6 -2.208 0.060 5.027  0.1471
H7 -3.683 1.306 5.083  0.1025
H8 -2.185 0.980 2.755  -0.0575
H9 -1.526 2.111 3.753  0.1065
H10 -3.122 2.286 2.845  0.0915
H11 -5.759 -0.484 2.450  0.0833
H12 -5.096 0.976 2.271  0.1170
H13 -5.765 1.165 4.775  0.0170
H14 -6.303 -0.274 4.720  0.0239
H15 -7.048 1.082 3.793  0.1061
C7 6.073 0.687 -4.024  -0.1097
C8 4.893 1.716 -4.278  -0.2469
N2 3.667 1.063 -3.802  -0.2140
C9 2.538 1.982 -3.448  -0.2423
C10 2.040 2.750 -4.685  -0.1122
C11 3.302 -0.118 -4.658  -0.2396
C12 2.277 -1.029 -3.911  -0.0779
H16 7.091 1.159 -3.929  0.0666
H17 6.146 -0.099 -4.843  0.0698
H18 6.058 0.059 -3.049  0.0773
H19 4.876 1.920 -5.368  0.1076
H20 5.208 2.618 -3.654  0.1296
H21 2.890 2.656 -2.571  0.1306
H22 1.583 1.411 -3.080  0.1129
H23 1.368 2.236 -5.435  0.0876
H24 2.789 3.379 -5.215  0.0749
H25 1.330 3.427 -4.219  0.0441
H26 4.081 -0.475 -5.093  0.0213
H27 2.826 0.240 -5.574  0.1051
H28 2.630 -1.251 -2.817  0.0800
H29 2.096 -2.023 -4.602  0.1231
H30 1.293 -0.504 -3.910  0.0495
C13 1.595 -5.041 -1.774  -0.0909
C14 1.049 -4.630 -0.377  -0.2632
N3 0.209 -3.387 -0.371  -0.2019
C15 -0.888 -3.329 0.644  -0.1570
C16 -0.378 -3.562 2.181  -0.0272
C17 1.009 -2.225 -0.506  -0.2885
C18 0.215 -0.976 -0.779  -0.0848
H31 1.941 -6.055 -1.574  0.0514
H32 2.441 -4.264 -1.986  0.0811
H33 0.778 -5.004 -2.636  0.1139
H34 1.747 -4.380 0.402  0.0704
H35 0.532 -5.544 0.177  0.1471
H36 -1.723 -4.029 0.474  0.1212
H37 -1.187 -2.437 0.689  -0.0144
H38 -1.144 -3.901 2.801  0.0300
H39 -0.033 -2.645 2.479  0.0332
H40 0.374 -4.280 2.094  0.0270
H41 1.895 -2.406 -1.176  0.0960
H42 1.509 -2.140 0.571  0.1375
H43 -0.381 -1.052 -1.713  0.0883
H44 0.996 -0.134 -0.969  0.1003
H45 -0.524 -0.724 -0.144  0.0044
C19 -4.192 2.343 -0.564  -0.1047
C20 -3.558 0.903 -0.683  -0.1899
N4 -4.586 0.009 -1.407  -0.1571
C21 -5.378 0.286 -2.586  -0.2791
C22 -4.494 0.557 -3.724  -0.1174
C23 -4.092 -1.337 -1.363  -0.2780
C24 -5.133 -2.295 -0.642  -0.0821
H46 -4.285 2.802 -1.698  0.1161
H47 -3.542 2.999 0.157  0.0777
H48 -5.103 2.311 0.031  0.0493
H49 -3.404 0.643 0.343  0.0780
H50 -2.638 0.945 -1.115  0.0538
H51 -5.969 1.281 -2.457  0.1356
H52 -6.089 -0.493 -2.858  0.1161
H53 -3.622 1.393 -3.549  0.1310
H54 -5.007 0.939 -4.501  0.0208
H55 -3.988 -0.385 -3.971  0.0746
H56 -3.168 -1.500 -0.784  0.0908
H57 -3.835 -1.948 -2.225  0.1039
H58 -5.207 -3.397 -0.609  0.0588
H59 -6.036 -2.135 -1.243  0.0557
H60 -5.092 -2.282 0.492  0.0498
C25 -0.917 3.564 -1.643  -0.1475
C26 -0.005 3.285 -0.552  -0.2427
C27 -0.299 4.231 0.695  -0.1659
C28 0.629 4.083 1.939  -0.1896
C29 0.315 5.002 3.164  -0.2786
C30 0.951 4.561 4.432  -0.1520
H61 -0.819 4.555 -1.859  0.0542
H62 -1.999 3.352 -1.431  0.0718
H63 -0.698 3.147 -2.523  0.0244
H64 0.910 3.638 -1.036  0.1043
H65 -0.112 2.196 -0.343  0.1086
H66 -1.327 4.041 0.999  0.0869
H67 -0.512 5.194 0.288  0.0943
H68 1.665 4.188 1.778  0.0908
H69 0.639 3.077 2.106  0.0648
H70 -0.776 5.295 3.187  0.1231
H71 0.752 5.978 3.045  0.0921
H72 0.636 3.552 4.871  0.0773
H73 0.861 5.262 5.193  0.0319
H74 2.104 4.189 4.279  0.1304
C31 3.901 -3.267 3.139  -0.0979
C32 5.144 -2.621 2.369  -0.1651
C33 4.601 -2.211 0.921  -0.1736
C34 5.661 -1.538 0.029  -0.2022
C35 5.829 -0.060 0.329  -0.3186
C36 4.748 0.844 -0.185  -0.1189
H75 3.211 -4.030 2.673  0.0769
H76 3.198 -2.648 3.407  -0.0278
H77 4.178 -3.611 4.247  0.1103
H78 5.833 -3.442 2.280  0.0915
H79 5.572 -1.765 2.777  0.0662
H80 3.872 -1.411 1.011  0.0993
H81 4.336 -3.038 0.650  -0.0066
H82 5.569 -1.614 -0.947  0.0345
H83 6.818 -1.845 0.309  0.1603
H84 6.889 0.273 0.005  0.1254
H85 5.784 0.192 1.500  0.1435
H86 3.848 0.667 0.373  0.0647
H87 4.610 0.565 -1.275  0.0773
H88 5.261 1.699 -0.049  0.0303

---

(y)
DFT (the ωB97M-V functional and the def2-TZVPD basis) results for a 6-piece molecular cluster, C36H88N4 overall.

Values from the calculation:
highest occupied orbital energy: -7.917 eV
SMILES: CCN(CC)CC.CCN(CC)CC.CCN(CC)CC.CCN(CC)CC.CCCCCC.CCCCCC
gap between HOMO and LUMO: 8.569 eV
2S+1: 1

Last column: Löwdin charge in e.
Positions of all 128 atoms, in Å:
C1 -3.371 0.501 -5.309  -0.0704
C2 -2.619 -0.196 -4.255  -0.2268
N1 -1.220 0.252 -3.858  -0.1427
C3 -0.750 -0.099 -2.570  -0.2852
C4 -0.497 -1.616 -2.337  -0.0484
C5 -0.272 -0.080 -4.951  -0.3028
C6 0.914 0.774 -4.813  -0.1267
H1 -4.285 -0.032 -5.640  0.1099
H2 -2.775 0.720 -6.051  0.0087
H3 -3.624 1.476 -5.063  0.0520
H4 -2.558 -1.176 -4.516  0.0673
H5 -3.231 -0.562 -3.414  0.1269
H6 -1.498 0.165 -1.741  0.1044
H7 -0.021 0.761 -2.191  0.1235
H8 0.281 -1.930 -3.029  0.0719
H9 -1.296 -2.104 -2.550  -0.0106
H10 -0.326 -2.053 -1.315  0.0826
H11 -0.779 0.233 -5.823  0.0893
H12 -0.022 -1.027 -5.261  0.0916
H13 0.737 1.905 -4.305  0.1119
H14 1.789 0.656 -5.569  0.0963
H15 1.491 0.382 -3.787  0.0949
C7 2.452 2.448 -0.553  -0.0969
C8 2.192 3.005 -1.939  -0.3385
N2 3.011 4.170 -2.122  -0.1900
C9 4.449 4.213 -1.704  -0.2286
C10 5.282 3.084 -2.315  -0.0876
C11 2.820 4.744 -3.486  -0.3116
C12 1.528 5.311 -3.813  -0.1295
H16 2.490 3.485 0.147  0.1506
H17 3.626 1.952 -0.612  0.1137
H18 1.516 1.739 -0.490  0.0696
H19 1.081 3.328 -1.995  0.1150
H20 2.407 2.424 -2.993  0.1378
H21 4.580 3.893 -0.725  0.0518
H22 4.990 5.128 -1.823  0.1087
H23 4.851 2.198 -2.440  0.0090
H24 6.141 3.002 -1.731  0.0487
H25 5.587 3.544 -3.350  0.1125
H26 2.964 4.054 -4.192  0.0513
H27 3.666 5.549 -3.741  0.1615
H28 1.217 6.004 -3.035  0.0842
H29 0.852 4.439 -4.295  0.1144
H30 1.363 5.802 -4.785  0.0721
C13 5.680 0.915 1.394  -0.0785
C14 5.056 -0.484 1.036  -0.2805
N3 3.817 -0.760 1.761  -0.1799
C15 2.717 -1.546 1.020  -0.2299
C16 3.092 -2.991 0.760  -0.1035
C17 4.019 -1.298 3.080  -0.3157
C18 2.938 -1.010 4.136  -0.0937
H31 5.130 1.815 1.164  0.0296
H32 6.539 0.787 0.520  0.1183
H33 6.138 0.849 2.428  0.0716
H34 5.661 -1.286 1.153  0.0607
H35 4.792 -0.395 -0.124  0.1378
H36 2.555 -1.016 -0.161  0.1628
H37 1.735 -1.349 1.481  0.0729
H38 2.906 -3.441 1.826  0.0948
H39 4.049 -3.090 0.327  0.0543
H40 2.367 -3.594 0.229  0.0573
H41 4.847 -0.824 3.711  0.1141
H42 4.562 -2.343 3.261  0.1379
H43 1.944 -1.280 3.898  0.0312
H44 3.021 0.093 4.264  0.0846
H45 3.096 -1.431 5.090  0.0541
C19 -1.416 -1.918 1.683  -0.0832
C20 -1.071 -0.385 1.521  -0.2060
N4 -0.635 0.198 2.834  -0.1654
C21 0.220 1.414 2.740  -0.2762
C22 -0.412 2.581 2.028  -0.0956
C23 -1.731 0.344 3.811  -0.2800
C24 -1.268 0.588 5.290  -0.0768
H46 -0.572 -2.387 2.060  0.0187
H47 -1.793 -2.568 0.832  0.0848
H48 -2.109 -2.140 2.425  0.0267
H49 -2.058 0.191 1.192  0.1246
H50 -0.348 -0.138 0.665  0.1066
H51 1.152 1.097 2.149  0.1120
H52 0.782 1.569 3.682  0.1059
H53 0.328 3.510 2.113  0.1119
H54 -1.328 2.886 2.352  0.0111
H55 -0.220 2.458 0.852  0.0916
H56 -2.426 -0.443 3.806  0.0769
H57 -2.487 1.125 3.703  0.0911
H58 -0.886 1.576 5.144  0.0394
H59 -0.520 -0.222 5.474  0.0775
H60 -2.128 0.525 6.059  0.1010
C25 0.802 -4.960 4.165  -0.0740
C26 -0.253 -5.998 3.573  -0.2251
C27 -1.059 -5.428 2.410  -0.1918
C28 -2.211 -6.393 1.790  -0.2357
C29 -2.844 -5.755 0.631  -0.3578
C30 -3.705 -6.673 -0.164  -0.1493
H61 1.526 -4.872 3.502  -0.0040
H62 1.079 -5.490 4.973  0.0241
H63 0.528 -3.915 4.385  0.0845
H64 -0.670 -6.475 4.401  0.0696
H65 0.383 -6.914 3.083  0.1509
H66 -0.572 -5.013 1.606  0.0680
H67 -1.742 -4.687 2.967  0.1286
H68 -3.062 -6.736 2.406  0.1254
H69 -1.619 -7.148 1.397  0.0834
H70 -1.926 -5.523 0.179  0.0776
H71 -3.618 -4.842 0.938  0.1727
H72 -4.794 -6.581 0.331  0.1137
H73 -3.398 -7.640 -0.505  0.0533
H74 -4.025 -6.186 -1.183  0.0925
C31 -2.105 3.773 -2.533  -0.1199
C32 -2.845 3.746 -1.257  -0.2118
C33 -3.577 2.414 -0.842  -0.2182
C34 -4.326 2.537 0.438  -0.2061
C35 -5.218 1.256 0.726  -0.2841
C36 -5.805 1.273 2.141  -0.1098
H75 -1.693 4.670 -2.682  0.0316
H76 -2.487 3.660 -3.487  0.0668
H77 -1.243 3.271 -2.470  0.0121
H78 -3.642 4.481 -1.421  0.1062
H79 -2.124 4.117 -0.420  0.1384
H80 -2.882 1.736 -0.991  0.0319
H81 -4.192 2.210 -1.619  0.0840
H82 -5.189 3.208 0.350  0.1063
H83 -3.721 2.953 1.328  0.1315
H84 -4.635 0.333 0.478  0.0926
H85 -6.160 1.130 0.021  0.1388
H86 -6.330 0.385 2.249  0.0445
H87 -6.498 2.057 1.931  0.0646
H88 -4.969 1.433 2.807  0.0612

---

Best to worst by energy: (x), (y), (w).